# 1
The following is a DFT calculation (wB97M-V/def2-TZVPD) of a cluster of 11 separate species, BrH20O10 in total.

Total charge: -1
HOMO energy, eV: -6.5
Molecular weight, u: 260.054

Geometry (Å):
H1 16.965 -9.731 -10.803
Br1 18.893 -10.806 -10.245
O1 19.918 -13.270 -12.216
O2 16.397 -9.117 -11.310
O3 20.238 -9.204 -7.684
H2 17.864 -7.344 -9.623
H3 19.825 -12.630 -11.497
H4 22.156 -13.311 -9.100
H5 19.483 -14.097 -11.928
H6 20.061 -11.666 -6.492
H7 17.598 -12.285 -8.980
O4 19.475 -11.982 -7.200
H8 16.230 -11.896 -11.921
H9 15.766 -9.667 -11.821
O5 17.036 -13.057 -8.828
H10 21.476 -12.184 -9.759
H11 17.714 -11.734 -12.170
O6 18.000 -7.894 -8.822
O7 16.903 -11.951 -12.624
O8 21.025 -8.116 -10.037
H12 18.043 -8.792 -9.137
O9 21.268 -12.984 -9.256
H13 20.400 -8.672 -9.543
H14 19.924 -11.892 -8.042
H15 18.633 -8.355 -13.122
H16 19.888 -8.707 -6.975
H17 16.403 -12.761 -8.178
O10 19.299 -8.250 -12.458
H18 21.345 -8.764 -10.729
H19 19.704 -9.964 -7.691
H20 19.113 -8.989 -11.881

# 2
The following is a DFT calculation (wB97M-V/def2-TZVPD) of a structure of composition BrH2MgO.

Total charge: +2
HOMO energy (spin up / spin down), eV: -21.9 / -19.7
Molecular weight, u: 122.224
Multiplicity: 2
<S²>: 0.759

Geometry (Å):
Br1 -0.258 -2.192 -0.308
O1 -0.184 1.367 -0.025
H1 -0.523 0.630 -0.533
Mg1 1.883 -1.783 0.835
H2 -0.918 1.978 0.030

# 3
The following is a DFT calculation (wB97M-V/def2-TZVPD) of a cluster of 2 separate species, BrH2NO2S in total.

HOMO energy (spin up / spin down), eV: -11.2 / -10.0
Molecular weight, u: 159.992

Geometry (Å):
O1 -0.242 -1.397 -1.266
H1 1.126 1.173 -0.839
N1 0.904 0.485 0.039
S1 -0.201 -0.788 0.071
H2 1.353 0.898 0.820
Br1 -2.993 1.196 -0.064
O2 0.053 -1.568 1.240

# 4
The following is a DFT calculation (wB97M-V/def2-TZVPD) of the molecule BrH2NOS.

SMILES: N=[S@H](=O)Br
HOMO energy, eV: -10.6
Molecular weight, u: 143.993

Geometry (Å):
O1 -0.444 1.617 -0.523
H1 0.508 -0.116 -1.366
S1 -0.015 0.253 -0.233
H2 0.949 -0.486 1.757
Br1 -1.993 -0.878 -0.316
N1 0.994 -0.391 0.680

# 5
The following is a DFT calculation (wB97M-V/def2-TZVPD) of a structure of composition BrH2NOS2.

HOMO energy, eV: -10.0
Molecular weight, u: 176.060

Geometry (Å):
O1 -0.888 -0.746 1.393
Br1 2.065 -1.094 0.008
S1 -0.744 -0.035 0.091
H1 -0.819 -0.987 -0.980
S2 -1.688 1.462 -0.570
H2 1.115 1.138 0.341
N1 0.958 0.262 -0.283

# 6
The following is a DFT calculation (wB97M-V/def2-TZVPD) of a cluster of 2 separate species, BrH2NOS2 in total.

HOMO energy (spin up / spin down), eV: -10.3 / -10.2
Molecular weight, u: 176.060

Geometry (Å):
H1 0.484 1.095 0.738
O1 -0.399 1.233 -1.205
H2 -0.244 -1.889 -0.467
N1 -0.101 -1.055 0.187
S1 -0.326 0.416 -0.009
S2 -2.108 0.479 0.982
Br1 2.694 -0.278 -0.226

Number 1: maximum force 2.3 eV/A, DFT total energy -3338.5251 hartree. Number 2: maximum force 1.3 eV/A, DFT total energy -2849.7338 hartree. Number 3: maximum force 4.1 eV/A, DFT total energy -3178.5258 hartree. Number 4: maximum force 2.7 eV/A, DFT total energy -3103.3099 hartree. Number 5: maximum force 4.9 eV/A, DFT total energy -3501.4763 hartree. Number 6: maximum force 3.6 eV/A, DFT total energy -3501.4122 hartree.